Entry 1:
{
  "formula": "C27H31Br57N2O4S2",
  "method": "ωB97M-V/def2-TZVPD",
  "lumo_energy_ev": -0.626,
  "spin_multiplicity": 1,
  "homo_ev": -9.57,
  "energy_ha": -148972.75374,
  "de_lowest_kj_mol": 128.23,
  "homo_lumo_gap_ev": 8.95,
  "species": ["O", "S", "O", "C", "C", "C", "C", "C", "C", "S", "C", "N", "N", "C", "O", "O", "H", "H", "H", "H", "H", "H", "H", "H", "H", "H", "H", "H", "C", "Br", "Br", "Br", "H", "C", "Br", "Br", "Br", "H", "C", "Br", "Br", "Br", "H", "C", "Br", "Br", "Br", "H", "C", "Br", "Br", "Br", "H", "C", "Br", "Br", "Br", "H", "C", "Br", "Br", "Br", "H", "C", "Br", "Br", "Br", "H", "C", "Br", "Br", "Br", "H", "C", "Br", "Br", "Br", "H", "C", "Br", "Br", "Br", "H", "C", "Br", "Br", "Br", "H", "C", "Br", "Br", "Br", "H", "C", "Br", "Br", "Br", "H", "C", "Br", "Br", "Br", "H", "C", "Br", "Br", "Br", "H", "C", "Br", "Br", "Br", "H", "C", "Br", "Br", "Br", "H", "C", "Br", "Br", "Br", "H"],
  "coordinates": [[-7.13294, 1.96727, 1.16853], [-5.73637, 1.70066, 0.84250], [-5.04866, 1.37385, 2.07995], [-5.73187, 0.21239, -0.20459], [-4.44661, 0.19321, -1.14579], [-4.38542, 1.59957, -1.83311], [-4.10052, 2.77884, -0.82618], [-2.69629, 2.63070, -0.13341], [-1.60161, 3.25813, -1.08970], [-0.08585, 3.54749, -0.09116], [1.19247, 2.41330, -0.61305], [1.72737, 1.62171, 0.29599], [2.71299, 0.86357, -0.28613], [2.70063, 1.24679, -1.55008], [1.78531, 2.21163, -1.84349], [-5.18854, 3.03968, 0.08816], [-5.75413, -0.73856, 0.37209], [-6.60749, 0.27951, -0.89910], [-3.58206, -0.02585, -0.47803], [-4.48593, -0.62952, -1.89882], [-5.42570, 1.79430, -2.21746], [-3.72069, 1.63558, -2.72807], [-4.01651, 3.69091, -1.47414], [-2.38731, 1.57575, 0.04149], [-2.66621, 3.13586, 0.86571], [-1.98543, 4.27193, -1.37594], [-1.44335, 2.67511, -2.02216], [3.42555, 0.79980, -2.25535], [5.34030, -0.78324, 1.69731], [5.36849, -2.65949, 1.22850], [4.25900, -0.45482, 3.26415], [7.12537, -0.06206, 1.89279], [4.87061, -0.25545, 0.87481], [-9.54246, 1.84535, 4.18602], [-9.76182, 0.58351, 5.63510], [-10.81165, 1.53199, 2.76384], [-9.60196, 3.67588, 4.80778], [-8.55312, 1.68299, 3.76963], [7.74382, -0.51318, -2.32944], [8.82771, 1.07668, -2.15398], [8.62488, -2.06921, -1.59934], [5.98592, -0.26581, -1.56551], [7.60747, -0.69098, -3.39239], [5.82832, 0.40239, -6.15872], [5.85830, -1.46582, -6.65328], [4.72918, 0.70407, -4.59806], [7.60901, 1.11734, -5.93808], [5.37031, 0.94183, -6.98203], [8.51599, -5.79041, -4.38241], [8.24872, -6.44706, -2.58423], [7.51704, -4.16828, -4.70675], [10.39122, -5.57009, -4.79564], [8.12751, -6.54395, -5.05789], [2.27573, -3.22531, 5.68538], [2.08632, -4.51632, 7.11318], [0.89362, -3.42321, 4.34795], [2.36279, -1.41810, 6.35864], [3.22259, -3.42837, 5.19651], [1.93542, -2.05720, -6.01407], [1.20178, -0.72529, -4.82053], [2.32333, -3.70935, -5.09185], [0.80210, -2.34090, -7.55431], [2.88028, -1.66894, -6.38094], [-9.32682, 3.14401, 8.73483], [-8.33644, 4.79477, 8.90311], [-8.39194, 1.66239, 9.55343], [-11.13103, 3.30947, 9.40896], [-9.40203, 2.92611, 7.67398], [-11.75572, 7.26223, 4.11629], [-11.19701, 6.70680, 5.88586], [-11.28639, 9.10430, 3.76482], [-11.09117, 6.07835, 2.74023], [-12.83761, 7.19993, 4.09227], [6.24602, -1.01627, -11.17754], [4.35194, -1.23215, -10.84422], [7.15321, -0.21664, -9.67486], [7.08270, -2.67488, -11.70318], [6.34555, -0.33056, -12.01171], [-1.29727, -6.08684, 2.29185], [-0.04451, -7.08699, 1.21285], [-2.37672, -4.89412, 1.21897], [-2.38464, -7.24681, 3.38934], [-0.71385, -5.46871, 2.96523], [-11.28080, 6.61924, 12.08954], [-12.88476, 5.85056, 12.84722], [-9.69017, 5.70397, 12.69788], [-11.36763, 6.69683, 10.16107], [-11.21744, 7.64035, 12.44728], [6.10220, 3.89996, -9.55946], [4.96962, 2.33387, -9.53023], [5.82798, 5.01793, -8.00685], [7.95785, 3.41182, -9.78302], [5.81792, 4.48462, -10.42700], [11.06195, -3.81960, -12.08118], [10.51517, -3.73951, -10.23001], [11.07390, -2.06631, -12.89669], [12.75872, -4.72109, -12.29016], [10.32083, -4.41074, -12.60726], [-1.11092, -5.52867, 8.95556], [-1.79941, -4.17882, 10.15545], [-0.76040, -7.19201, 9.87358], [-2.25539, -5.77893, 7.41993], [-0.15982, -5.16611, 8.58304], [-3.84713, 0.41336, -5.99315], [-2.85642, 2.06323, -5.80208], [-2.93011, -1.07217, -5.16340], [-5.66042, 0.58902, -5.34546], [-3.90700, 0.19888, -7.05417], [3.61482, -6.51262, 10.40225], [4.99123, -7.33910, 11.47813], [2.97258, -7.70611, 9.02244], [2.17029, -5.82380, 11.48809], [4.06870, -5.66372, 9.90285], [11.80939, 1.93287, -10.74480], [11.54535, 0.62428, -9.34738], [10.43878, 1.81057, -12.10153], [11.95341, 3.72482, -10.03477], [12.75409, 1.70222, -11.22400], [-7.14713, 0.38578, 12.95752], [-8.16016, -1.25954, 12.99927], [-7.60693, 1.54845, 14.43139], [-5.24471, 0.05434, 12.87216], [-7.42123, 0.90472, 12.04659]]
}

=====

Entry 2:
{
  "formula": "C46H58Cl5CsN7O5S2",
  "method": "ωB97M-V/def2-TZVPD",
  "lumo_energy_ev": [1.404, 1.403],
  "spin_multiplicity": 1,
  "total_charge": -1,
  "homo_ev": [-4.11, -4.11],
  "energy_ha": -5664.53307,
  "de_lowest_kj_mol": 24.06,
  "homo_lumo_gap_ev": [5.52, 5.52],
  "species": ["Cs", "C", "C", "C", "C", "C", "C", "C", "N", "C", "C", "C", "C", "C", "C", "O", "C", "C", "C", "C", "C", "C", "C", "C", "C", "O", "C", "C", "C", "C", "C", "C", "H", "H", "H", "H", "H", "H", "H", "H", "H", "H", "H", "H", "H", "H", "H", "H", "H", "H", "H", "H", "H", "H", "H", "H", "H", "H", "H", "H", "H", "H", "H", "H", "H", "H", "H", "H", "H", "H", "H", "H", "N", "N", "C", "N", "N", "N", "O", "O", "H", "H", "H", "H", "H", "O", "S", "C", "C", "C", "C", "H", "H", "H", "H", "H", "H", "H", "H", "Cl", "C", "C", "C", "Cl", "C", "Cl", "C", "Cl", "C", "Cl", "S", "C", "N", "C", "C", "C", "C", "C", "C", "H", "H", "H", "H", "H"],
  "coordinates": [[-1.05815, -0.40827, -1.14294], [4.95347, 0.35855, 5.21603], [4.79455, -0.71741, 4.13091], [4.99766, -2.10447, 4.76266], [5.89016, -0.49756, 3.08619], [3.40075, -0.63974, 3.52077], [3.17637, -0.48573, 2.18935], [1.85366, -0.48982, 1.65788], [1.54837, -0.40628, 0.37426], [2.27602, 0.04958, -0.63713], [3.38087, 0.94314, -0.54194], [4.00889, 1.41324, -1.65542], [3.46723, 1.05523, -2.92518], [2.38337, 0.24785, -3.11047], [1.82234, -0.42714, -1.95216], [1.05305, -1.40167, -2.01318], [1.82692, 0.02734, -4.52039], [1.92305, 1.32571, -5.34015], [0.35107, -0.38790, -4.50842], [2.64683, -1.07831, -5.20283], [5.22873, 2.32548, -1.60926], [6.38908, 1.63096, -2.34153], [5.67724, 2.60626, -0.17387], [4.92613, 3.66934, -2.28914], [0.68541, -0.70392, 2.53592], [-0.45400, -0.69728, 2.05104], [0.96681, -0.85874, 3.96190], [2.26486, -0.79233, 4.37381], [-0.11043, -1.10548, 5.03870], [-1.54996, -1.25539, 4.52545], [-0.10000, 0.08306, 6.01473], [0.22972, -2.40085, 5.79553], [5.96025, 0.31567, 5.63955], [4.23958, 0.22036, 6.02923], [4.79791, 1.35334, 4.79419], [5.99853, -2.18558, 5.19589], [4.88024, -2.88536, 4.00910], [4.26826, -2.28828, 5.55312], [6.86958, -0.54570, 3.56696], [5.79039, 0.48375, 2.61749], [5.85824, -1.26254, 2.30839], [3.99322, -0.45174, 1.48238], [3.64495, 1.30876, 0.44073], [3.92691, 1.49928, -3.80021], [1.48512, 2.15468, -4.77918], [1.37498, 1.21235, -6.27840], [2.95218, 1.58585, -5.59400], [-0.23560, 0.32296, -3.92185], [0.22450, -1.37217, -4.07022], [-0.02750, -0.40562, -5.53565], [3.69946, -0.79351, -5.26985], [2.27143, -1.27245, -6.21202], [2.57613, -1.99863, -4.62062], [6.60602, 0.66894, -1.87328], [7.29052, 2.24847, -2.30096], [6.14760, 1.44855, -3.38955], [5.91986, 1.67886, 0.34900], [4.90334, 3.13284, 0.38789], [6.57197, 3.23245, -0.18696], [4.65361, 3.53662, -3.33719], [5.80239, 4.32192, -2.24640], [4.09667, 4.16863, -1.78496], [2.46405, -0.90073, 5.43434], [-1.90386, -0.33372, 4.06882], [-2.19971, -1.49320, 5.37407], [-1.63458, -2.05226, 3.78918], [-0.34744, 1.00204, 5.48016], [0.87793, 0.21347, 6.48196], [-0.84051, -0.06706, 6.80552], [0.27349, -3.23877, 5.09705], [-0.54097, -2.61272, 6.54095], [1.19002, -2.33806, 6.30995], [-2.05885, 1.71876, 1.97256], [-3.47207, 1.72939, 2.11508], [-4.29059, 0.92932, 1.17789], [-5.40368, 1.77233, 0.73598], [-3.47471, 0.68336, 0.01917], [-4.03016, 0.01442, -0.91692], [-5.19781, -0.46378, -0.86268], [-3.34380, -0.18307, -1.94943], [-1.83790, 2.16164, 1.09080], [-1.67752, 0.77425, 1.91684], [-3.67678, 1.46940, 3.06665], [-5.93914, 2.14252, 1.50016], [-5.99813, 1.23115, 0.11893], [-1.18923, 1.79914, -2.27626], [-2.43950, 1.96958, -3.05280], [-1.97170, 3.16118, -4.37645], [-1.69872, 4.44872, -3.62335], [-2.93795, 4.66889, -2.75192], [-3.38282, 3.30126, -2.21067], [-2.82862, 3.24753, -5.05118], [-1.11144, 2.75338, -4.90661], [-1.50519, 5.29573, -4.28442], [-0.82021, 4.29624, -2.99292], [-3.73480, 5.10295, -3.35983], [-2.72661, 5.36219, -1.93792], [-4.43870, 3.09418, -2.38780], [-3.19233, 3.15798, -1.14845], [-2.96809, -2.01087, 0.59746], [-4.38347, -1.69834, 1.51604], [-4.79746, -0.40407, 1.88428], [-5.76070, -0.34030, 2.90154], [-6.14329, 1.14908, 3.71211], [-6.41492, -1.46935, 3.39697], [-7.60367, -1.33789, 4.63613], [-6.11078, -2.71985, 2.88079], [-6.95019, -4.11444, 3.42792], [-5.07671, -2.82953, 1.96180], [-4.65636, -4.38718, 1.37103], [-4.66582, -1.58511, -4.59790], [-2.93583, -1.51190, -4.43335], [-2.37606, -2.48072, -3.81466], [-3.31377, -3.39084, -3.37259], [-3.04846, -4.55197, -2.64812], [-4.10163, -5.36688, -2.28735], [-5.41728, -5.04625, -2.63535], [-5.70276, -3.89621, -3.34578], [-4.64443, -3.07136, -3.70821], [-2.39832, -0.67118, -4.85131], [-2.02612, -4.77852, -2.37437], [-3.91081, -6.26975, -1.72072], [-6.22257, -5.70651, -2.33937], [-6.72076, -3.63779, -3.60715]]
}

=====

Entry 3:
{
  "formula": "C27H35BF4N4P2Pb",
  "method": "ωB97M-V/def2-TZVPD",
  "lumo_energy_ev": [-0.597, -0.596],
  "spin_multiplicity": 1,
  "homo_ev": [-7.33, -7.33],
  "energy_ha": -2568.63698,
  "de_lowest_kj_mol": 582.21,
  "homo_lumo_gap_ev": [6.73, 6.73],
  "species": ["Pb", "C", "C", "C", "C", "C", "C", "C", "C", "C", "H", "H", "H", "H", "H", "H", "H", "H", "H", "H", "H", "H", "H", "H", "H", "P", "P", "N", "N", "N", "N", "C", "C", "C", "C", "C", "C", "C", "C", "C", "C", "C", "C", "C", "C", "C", "C", "C", "C", "H", "H", "H", "H", "H", "H", "H", "H", "H", "H", "H", "H", "H", "H", "H", "H", "H", "H", "H", "H", "F", "B", "F", "F", "F"],
  "coordinates": [[-0.78247, -2.61681, 4.81283], [-1.66890, -3.99097, 3.30061], [-0.52045, -3.44772, 2.73390], [-0.50234, -2.32699, 1.70756], [-0.34189, -0.92231, 2.33846], [-1.08135, -0.74341, 3.64581], [-2.34512, -1.23822, 3.95034], [-3.24361, -1.98719, 2.98018], [-3.08869, -3.52521, 3.06558], [-0.53158, -1.55142, 6.57857], [-1.58056, -4.97399, 3.75948], [0.39355, -4.03115, 2.81706], [-1.40987, -2.36958, 1.09905], [0.33456, -2.49515, 1.02191], [0.72040, -0.74559, 2.53867], [-0.65348, -0.15247, 1.61593], [-0.68125, 0.03361, 4.29468], [-2.83200, -0.83562, 4.83548], [-3.05387, -1.64159, 1.96022], [-4.28530, -1.73224, 3.20149], [-3.69446, -3.89435, 3.90009], [-3.49700, -3.99127, 2.15569], [-0.73587, -2.17782, 7.45287], [-1.18045, -0.66693, 6.61418], [0.51263, -1.21815, 6.64159], [0.86969, 2.99545, -1.81258], [1.67398, 0.07232, -2.75688], [-0.70034, 3.68798, -1.48864], [1.86826, 4.39134, -2.05148], [0.20324, -0.74391, -3.17354], [2.89885, -0.91827, -3.51028], [0.59667, 2.50318, -3.57758], [1.62780, 1.44746, -3.99729], [-1.55631, 3.09539, -0.56084], [-2.80563, 3.64895, -0.70706], [-2.72304, 4.61402, -1.75744], [-1.42933, 4.61434, -2.22578], [2.77125, 4.79875, -1.06775], [3.36098, 5.96829, -1.47371], [2.80942, 6.30412, -2.74819], [1.89928, 5.33258, -3.08227], [-0.48866, -1.49629, -2.22248], [-1.55650, -2.09979, -2.83578], [-1.53103, -1.71565, -4.21162], [-0.44958, -0.89152, -4.39879], [2.88435, -1.56097, -4.74299], [4.17057, -1.94750, -5.04129], [5.01336, -1.52074, -3.96921], [4.21321, -0.89352, -3.04459], [0.67197, 3.41151, -4.18660], [-0.41033, 2.09650, -3.70724], [1.38443, 1.00373, -4.96973], [2.61220, 1.91675, -4.08125], [-1.18076, 2.33589, 0.10907], [-3.67826, 3.40764, -0.11619], [-3.52106, 5.25216, -2.11246], [-0.95637, 5.19574, -3.00152], [2.89781, 4.20125, -0.17671], [4.11184, 6.52139, -0.92706], [3.06181, 7.16232, -3.35591], [1.28478, 5.22310, -3.96249], [-0.14093, -1.51684, -1.20005], [-2.28406, -2.73869, -2.35521], [-2.23695, -2.00739, -4.97735], [-0.09744, -0.39130, -5.28766], [1.96060, -1.69529, -5.28317], [4.47447, -2.49710, -5.92207], [6.07944, -1.67667, -3.88169], [4.43943, -0.42689, -2.09698], [-1.06532, -3.56276, 6.55213], [-1.26473, -4.22965, 7.77834], [-2.35657, -3.61278, 8.51938], [-1.61127, -5.61421, 7.50298], [-0.04584, -4.20184, 8.57525]]
}